Density functional theory data (the ωB97M-V functional and the def2-TZVPD basis) for 8 unconnected molecules or ions with the total composition C24H48O24.

```
96
Properties=species:S:1:pos:R:3:mulliken_charge:R:1
C -11.2146 -9.2610 44.5435 -0.74
O -12.2498 -10.3122 44.6377 -0.25
C -13.4474 -9.9431 44.2547 0.76
O -13.7565 -8.8433 43.9318 -0.63
O -14.3273 -10.9403 44.3189 -0.40
C -15.8177 -10.7175 43.9739 -0.79
H -10.1085 -9.6347 44.6144 0.10
H -11.0609 -8.7235 45.4618 0.22
H -11.3180 -8.7622 43.6496 0.64
H -16.2227 -9.8117 44.3001 0.32
H -16.1808 -11.6243 44.3078 0.31
H -15.8845 -10.9042 42.9536 0.36
C -8.4030 -6.0791 48.8800 -0.67
O -7.9134 -4.7616 48.5894 -0.17
C -8.1998 -3.7817 49.3139 0.76
O -8.8931 -3.7538 50.4180 -0.63
O -7.5427 -2.5421 48.9812 -0.32
C -7.9260 -1.3511 49.7034 -0.82
H -7.7486 -6.1949 49.7656 0.37
H -8.3685 -6.8583 48.1455 0.06
H -9.3337 -6.0196 49.2698 0.49
H -8.1384 -0.4126 49.0415 0.27
H -7.0944 -1.0992 50.3531 0.28
H -8.8207 -1.2153 49.9363 0.43
C -6.8525 -8.0222 44.1103 -0.34
O -7.4536 -8.0521 45.4388 -0.23
C -7.9227 -9.2265 45.9027 0.70
O -7.8483 -10.3033 45.2494 -0.68
O -8.2290 -9.1551 47.2265 -0.08
C -8.6149 -10.2244 47.9814 -0.54
H -7.2383 -7.0719 43.6734 -0.34
H -7.2786 -8.6424 43.2695 0.42
H -5.8173 -7.9998 44.1286 0.28
H -9.6811 -10.4677 47.6410 0.23
H -8.4112 -9.8466 49.0116 0.25
H -8.0108 -11.1522 48.0124 0.22
C -6.0869 -5.5025 41.2592 -0.54
O -5.2161 -6.0943 42.0811 -0.22
C -4.1893 -6.7042 41.6235 0.72
O -3.9236 -6.4592 40.4294 -0.63
O -3.4922 -7.5399 42.5083 -0.14
C -2.4023 -8.2911 41.9502 -0.72
H -7.0675 -5.1315 41.7209 0.07
H -6.1921 -6.1164 40.3311 0.28
H -5.7212 -4.4362 41.0431 0.31
H -1.6787 -7.7164 41.1603 0.28
H -2.5967 -9.2144 41.5143 0.37
H -1.7434 -8.5313 42.7914 0.22
C -2.5270 -8.4689 45.6989 -0.69
O -3.6290 -9.3015 45.6901 -0.07
C -3.4666 -10.6218 45.9325 0.60
O -2.3949 -11.2144 45.9193 -0.57
O -4.6618 -11.2841 46.0600 -0.10
C -4.5438 -12.6540 46.2769 -0.89
H -2.7804 -7.3852 45.2128 0.13
H -1.8352 -8.8854 44.9423 0.27
H -2.0367 -8.4296 46.7035 0.34
H -3.8239 -12.7902 47.0329 0.37
H -4.4364 -13.0787 45.1298 0.23
H -5.2717 -13.0912 46.6838 0.39
C -9.5945 -7.1268 40.9300 -0.28
O -9.0131 -7.2787 39.6807 -0.34
C -8.1626 -8.2346 39.4329 0.86
O -7.8994 -9.2307 40.1308 -0.61
O -7.5149 -8.0581 38.2242 -0.36
C -6.7875 -9.0515 37.7470 -0.73
H -8.7987 -6.8691 41.7038 0.07
H -9.9933 -8.1522 41.2080 0.29
H -10.4444 -6.4983 40.7818 0.27
H -6.3359 -9.0561 36.7983 0.34
H -7.1894 -9.9357 37.9622 0.39
H -5.6075 -8.9596 38.1695 0.13
C -11.7880 -12.4714 46.5456 -0.73
O -11.6229 -13.6724 47.2288 -0.33
C -10.6489 -13.7360 48.1422 0.72
O -9.8380 -12.8257 48.4724 -0.56
O -10.7179 -15.0287 48.6860 -0.33
C -9.6219 -15.4019 49.6204 -0.87
H -11.0655 -12.2796 46.0867 0.65
H -12.3083 -11.7274 47.1834 0.30
H -12.6944 -12.5566 45.7337 0.06
H -9.1364 -14.6210 50.1166 0.34
H -8.6324 -15.5631 49.0079 0.27
H -9.7668 -16.0735 50.2534 0.45
C -13.1371 -5.6662 44.6188 -0.26
O -12.0923 -4.9806 45.2324 -0.34
C -10.8302 -5.2798 44.9394 0.83
O -10.4646 -6.0034 43.9547 -0.50
O -9.9362 -4.6194 45.5932 -0.40
C -8.4252 -4.4834 45.2083 -0.22
H -13.2016 -6.7204 44.5196 0.03
H -13.0236 -5.2980 43.4315 0.19
H -14.0935 -5.4206 45.0569 0.29
H -7.8323 -4.2960 46.0405 0.39
H -8.2819 -3.4999 44.7334 0.33
H -8.0197 -5.1239 44.5258 -0.22
```

structure (SMILES)	COC(=O)OC.COC(=O)OC.COC(=O)OC.COC(=O)OC.COC(=O)OC.COC(=O)OC.COC(=O)OC.COC(=O)OC
relative energy (zero: lowest compared OMol25 entry of this formula, charge and spin)	1420.8	kJ/mol
calculated total energy	-74792.0213	eV
F_max	0.2969	Eh/bohr
molecular weight	720.62	u
net charge	0

Density functional theory data (the ωB97M-V functional and the def2-TZVPD basis) for a molecular structure, C24H49AlBrO9.

```
84
Properties=species:S:1:pos:R:3:mulliken_charge:R:1
O -4.3200 2.4154 -0.1425 -0.65
C -3.4802 1.9772 -1.2174 0.46
C -2.9521 0.5543 -1.0717 -0.19
C -1.6461 0.4500 -0.2886 1.63
C -1.6670 1.1122 1.1307 -0.36
O -0.7953 0.4483 2.0006 -0.42
Al -0.0283 -0.8867 1.1281 -0.30
C 1.8302 -0.4509 0.5001 -0.22
C 2.1903 -0.5637 -0.9878 -0.55
C 1.9185 0.7179 -1.7541 0.06
Br 3.3996 2.0075 -1.6252 -0.26
C -0.0088 -2.6239 2.1775 -0.52
O 0.5211 -2.3475 3.4527 -0.25
O 0.5098 -3.5686 4.2734 -0.39
O -1.2363 -0.8915 -0.1798 -0.59
H -3.7566 2.7720 0.5456 0.35
H -4.0850 2.0636 -2.1231 0.51
H -2.6310 2.6578 -1.3267 -0.60
H -2.7265 0.2007 -2.0817 -0.43
H -3.7188 -0.1071 -0.6571 0.34
H -0.9082 1.0147 -0.8945 -0.77
H -2.6923 1.1035 1.5336 0.18
H -1.3705 2.1705 1.0172 0.12
H 2.0459 0.5746 0.8355 0.39
H 2.5289 -1.0728 1.0733 -0.15
H 3.2403 -0.8387 -1.1379 0.36
H 1.5928 -1.3391 -1.4876 0.28
H 1.0686 1.2593 -1.3427 -0.42
H 1.7784 0.5847 -2.8248 0.39
H 0.6212 -3.3913 1.6867 0.33
H -1.0309 -3.0227 2.2592 0.37
H 0.5326 -4.2531 3.5859 0.34
C 6.1496 -0.5028 3.3953 -0.57
C 6.1652 0.9880 3.0594 -0.56
C 5.9127 0.9646 1.5548 -0.37
O 5.1144 -0.1831 1.3044 -0.30
C 5.0519 -1.0088 2.4648 -0.40
H 5.9362 -0.7115 4.4434 0.32
H 7.1089 -0.9596 3.1399 0.27
H 5.3425 1.4926 3.5701 0.28
H 7.0957 1.4909 3.3231 0.35
H 6.8535 0.8804 0.9960 0.24
H 5.3795 1.8456 1.1928 0.22
H 4.0631 -0.9167 2.9253 0.26
H 5.1883 -2.0472 2.1585 0.30
C -1.2213 1.6128 -6.4608 -0.59
C -1.3286 0.1523 -6.0284 -0.69
C -1.5813 0.3008 -4.5331 -0.14
O -2.3391 1.5055 -4.3833 -0.22
C -2.2819 2.2687 -5.5822 -0.39
H -1.3903 1.7822 -7.5239 0.37
H -0.2316 1.9965 -6.2028 0.26
H -2.1790 -0.3306 -6.5148 0.28
H -0.4322 -0.4296 -6.2404 0.39
H -0.6423 0.3968 -3.9779 0.02
H -2.1420 -0.5291 -4.1047 0.36
H -3.2628 2.2665 -6.0717 0.30
H -2.0323 3.3005 -5.3247 0.15
C -1.1400 6.3045 -2.7618 -0.68
C 0.2233 6.3339 -2.0710 -0.57
C 0.0078 5.3465 -0.9294 -0.53
O -0.9282 4.3854 -1.4118 -0.42
C -1.5079 4.8311 -2.6366 0.01
H -1.1093 6.6409 -3.7982 0.34
H -1.8569 6.9243 -2.2188 0.30
H 0.9970 5.9657 -2.7480 0.24
H 0.5159 7.3232 -1.7196 0.36
H -0.4103 5.8489 -0.0498 0.29
H 0.9170 4.8242 -0.6294 0.27
H -1.0881 4.2472 -3.4632 -0.08
H -2.5820 4.6444 -2.5990 0.30
C -2.6995 -6.6288 5.6635 -0.55
C -2.8832 -7.7199 4.6106 -0.54
C -2.5642 -6.9569 3.3292 -0.48
O -1.5983 -5.9742 3.6813 -0.33
C -1.5109 -5.8564 5.1036 -0.37
H -2.5124 -7.0153 6.6652 0.34
H -3.5832 -5.9881 5.7014 0.27
H -2.1575 -8.5217 4.7658 0.26
H -3.8816 -8.1572 4.6008 0.32
H -3.4591 -6.4637 2.9328 0.28
H -2.1475 -7.5901 2.5435 0.26
H -0.5652 -6.2998 5.4365 0.27
H -1.4972 -4.8004 5.3664 0.28
```

relative energy (zero: lowest compared OMol25 entry of this formula, charge and spin)	0.0	kJ/mol
calculated total energy	-120749.0668	eV
F_max	0.0057	Eh/bohr
molecular weight	588.53	u
net charge	-1

Density functional theory data (the ωB97M-V functional and the def2-TZVPD basis) for 16 unconnected molecules or ions with the total composition C24H49BCl30N2O6P2S.

```
115
Properties=species:S:1:pos:R:3:mulliken_charge:R:1
C 4.6056 1.5467 1.2804 -0.97
B 3.1388 1.5505 0.7920 -0.01
O 2.4359 2.6863 0.6249 -0.41
N 2.3581 0.2746 0.3490 0.96
P 0.6249 0.6751 0.7198 0.68
S 0.3615 1.0370 2.5904 -0.33
C 2.7092 -0.8529 1.2996 -1.73
C 3.6420 -1.8742 0.7610 1.03
C 4.3222 -2.5757 1.9489 -0.40
O 4.6063 -3.7786 1.7795 -0.72
O 4.4904 -1.8483 2.9513 -0.64
N 4.5553 -1.2232 -0.2032 0.27
P 5.8985 -2.2912 -0.6182 0.41
C 7.1438 -1.8714 0.6468 -1.19
O 6.5643 -1.6870 -2.0117 -0.58
C 3.7613 -0.9598 -1.3930 -1.46
C 2.6777 0.0850 -1.1236 0.67
C 1.4847 -0.0999 -2.0497 -2.03
C 0.6412 -1.3667 -1.9960 0.36
O -0.4450 -1.3427 -2.5361 -0.67
O 1.0905 -2.4983 -1.3933 -0.47
H 5.2963 1.4295 0.4642 0.28
H 4.8258 0.8452 2.0684 0.35
H 4.8005 2.5295 1.6805 0.41
H 2.1776 3.1086 1.4528 0.31
H 0.1702 1.6498 -0.1633 0.22
H 0.0171 -0.5491 0.4481 -0.37
H 1.8043 -1.3594 1.5879 0.15
H 3.1119 -0.4841 2.2255 0.86
H 3.1184 -2.6420 0.2078 0.24
H 7.0017 -2.5586 1.4594 0.30
H 7.0202 -0.8629 1.0262 0.30
H 8.1398 -1.9754 0.2490 0.41
H 6.8364 -0.7656 -1.9174 0.30
H 3.3525 -1.8677 -1.8258 0.42
H 4.4234 -0.5353 -2.1261 0.75
H 3.1390 1.0037 -1.4515 0.31
H 0.8003 0.7242 -2.0282 0.78
H 1.8903 -0.0776 -3.0486 0.74
H 0.8290 -2.5352 -0.4607 0.10
C -0.8583 5.5116 0.7249 -0.05
Cl 0.5883 6.1618 -0.0572 -0.17
Cl -0.5347 3.9558 1.5062 -0.02
H -1.1917 6.2132 1.4793 0.35
H -1.6232 5.3692 -0.0264 -0.10
C -2.7733 -0.6285 -4.4460 1.17
Cl -1.9504 0.5892 -5.4260 -0.13
Cl -4.1854 0.0559 -3.6247 -0.18
H -3.0989 -1.4398 -5.0840 -0.33
H -2.0781 -0.9863 -3.6985 -0.36
C 5.3746 -2.5667 5.3418 0.18
Cl 5.6389 -1.0662 6.2609 -0.20
Cl 5.2682 -3.9698 6.4170 -0.21
H 4.4530 -2.4772 4.7813 0.07
H 6.2034 -2.7053 4.6622 0.20
C -1.9637 -2.5695 1.5799 0.01
Cl -0.2647 -3.0901 1.5091 -0.07
Cl -3.0830 -3.9137 1.4215 -0.15
H -2.1251 -2.0925 2.5393 0.27
H -2.1460 -1.8670 0.7738 0.10
C -6.2060 -0.2818 0.4024 -0.01
Cl -7.2876 1.0407 0.8702 -0.17
Cl -5.5840 -1.1658 1.7953 -0.11
H -6.7529 -0.9685 -0.2306 0.34
H -5.3670 0.1383 -0.1374 -0.04
C -0.3192 4.4265 -5.4671 -0.29
Cl 0.2840 3.2968 -6.6893 -0.14
Cl -0.8405 3.5847 -4.0016 -0.07
H 0.4702 5.1157 -5.2102 0.17
H -1.1683 4.9570 -5.8794 0.33
C 3.4635 5.5641 -7.7280 -0.22
Cl 4.3194 6.6479 -8.8259 -0.15
Cl 2.1485 6.3900 -6.8782 -0.16
H 3.0397 4.7488 -8.3009 0.25
H 4.1639 5.1881 -6.9937 0.28
C -9.0114 1.2194 4.2720 0.13
Cl -8.7385 2.7209 5.1602 -0.15
Cl -9.1858 -0.1665 5.3584 -0.16
H -9.9238 1.3192 3.6979 0.33
H -8.1671 1.0452 3.6173 -0.15
C -4.3411 -4.4880 -5.9876 -0.35
Cl -3.5272 -3.2738 -6.9837 -0.10
Cl -5.7472 -3.8154 -5.1528 -0.15
H -4.6695 -5.2953 -6.6294 0.31
H -3.6424 -4.8557 -5.2467 0.28
C -5.5982 -0.4032 6.1138 0.14
Cl -4.2777 -1.3964 5.4831 -0.15
Cl -5.4429 1.2892 5.6186 -0.15
H -6.5341 -0.7878 5.7324 0.05
H -5.5850 -0.4492 7.1948 0.10
C 6.2296 -5.6401 -3.0151 -0.38
Cl 4.9196 -4.4635 -2.8796 -0.07
Cl 6.7250 -6.2586 -1.4371 -0.14
H 5.8890 -6.4691 -3.6219 0.33
H 7.0782 -5.1537 -3.4797 0.25
C -2.0126 0.1261 -8.9794 0.05
Cl -2.7675 -1.3600 -9.5725 -0.18
Cl -1.0916 0.9491 -10.2454 -0.18
H -2.7897 0.7915 -8.6263 0.23
H -1.3406 -0.1260 -8.1703 0.07
C -7.1820 1.4191 9.6530 -0.22
Cl -5.5371 0.7728 9.5840 -0.15
Cl -8.3958 0.1413 9.5314 -0.14
H -7.3103 1.9342 10.5962 0.31
H -7.3166 2.1041 8.8247 0.22
C -4.0975 3.0640 -0.3735 -0.40
Cl -2.5413 2.2505 -0.6259 0.09
Cl -4.1428 4.6642 -1.1156 -0.17
H -4.8741 2.4584 -0.8239 0.20
H -4.2629 3.1636 0.6925 0.31
C 2.0571 -0.5696 7.3514 -0.18
Cl 0.6602 -1.6538 7.3348 -0.17
Cl 2.0996 0.4708 5.9225 -0.08
H 1.9991 0.0570 8.2320 0.32
H 2.9619 -1.1645 7.3684 0.09
```

calculated total energy	-446711.1403	eV
F_max	0.0415	Eh/bohr
molecular weight	1630.08	u
net charge	0